[1]
# C9H15NO

An isolated molecule of C9H15NO (wB97M-V/def2-TZVPD, the OMol25 dataset).

```
26
Properties=species:S:1:pos:R:3:nbo_charge:R:1
C -1.15 2.51 -0.34 -0.23
O -1.24 1.22 -0.75 -0.53
C -0.96 0.24 0.20 0.33
C -1.78 0.19 1.45 -0.66
C 0.67 -0.10 0.39 -0.27
C 1.96 0.53 -0.09 -0.46
C 3.22 0.28 0.17 0.45
N 4.40 0.13 0.35 -0.64
C -0.30 -1.06 -0.36 -0.04
C -0.15 -1.00 -1.86 -0.63
C -0.55 -2.41 0.35 -0.61
H -1.36 3.10 -1.14 0.19
H -0.19 2.76 -0.04 0.16
H -1.73 2.74 0.49 0.16
H -1.34 0.80 2.25 0.22
H -1.94 -0.73 1.79 0.22
H -2.75 0.54 1.10 0.23
H 0.69 -0.56 1.39 0.19
H 1.79 1.17 -0.97 0.25
H 4.92 0.73 0.93 0.38
H -1.02 -1.40 -2.43 0.21
H 0.71 -1.44 -2.14 0.21
H -0.27 -0.01 -2.35 0.24
H -0.45 -2.16 1.34 0.21
H 0.22 -3.10 0.30 0.22
H -1.40 -2.96 -0.02 0.22
```

Output
ΔE to the lowest compared entry with this formula, charge and spin	484.98	kJ/mol
HOMO level	-0.2909	hartree
lowest unoccupied orbital energy	0.83	eV
net charge	0

***

[2]
# C25H64BrN11O4P3

A 4-piece molecular cluster, C25H64BrN11O4P3 overall (wB97M-V/def2-TZVPD, the OMol25 dataset).

```
108
Properties=species:S:1:pos:R:3:mulliken_charge:R:1
C -3.29 0.26 -1.46 -1.28
C -2.33 0.58 -2.63 -0.10
C -1.98 -0.66 -3.50 0.16
Br -3.19 -0.74 -5.00 -0.11
C -0.50 -0.56 -3.89 0.53
C -0.12 -0.53 -5.24 -0.63
C 1.26 -0.39 -5.47 0.30
O 1.80 -0.33 -6.70 -0.52
C 2.05 -0.32 -4.32 -0.40
N 1.57 -0.40 -3.10 0.21
N 0.29 -0.53 -2.84 -0.60
H -3.88 -0.64 -1.61 0.32
H -3.92 1.14 -1.29 0.36
H -2.70 0.17 -0.55 0.33
H -2.83 1.29 -3.30 0.41
H -1.44 1.10 -2.26 0.00
H -2.11 -1.57 -2.92 0.38
H -0.79 -0.59 -6.08 0.37
H 1.50 0.50 -7.11 0.39
H 3.12 -0.19 -4.44 0.55
H 2.21 -0.35 -2.31 0.29
O -0.39 3.69 -1.65 -0.85
P 0.43 4.18 -0.48 0.64
N -0.58 5.47 0.02 0.16
C -0.17 6.73 0.61 -0.96
C -1.92 5.10 0.46 -0.96
N 1.83 4.69 -1.41 0.20
C 2.12 6.11 -1.65 -1.20
C 1.99 4.00 -2.69 -0.91
N 1.39 4.08 0.93 0.19
C 0.73 3.40 2.06 -1.16
C 2.60 4.78 1.30 -0.78
H -0.03 6.68 1.70 0.28
H -0.93 7.49 0.41 0.39
H 0.75 7.12 0.17 0.24
H -1.91 4.64 1.46 0.32
H -2.36 4.38 -0.23 0.20
H -2.58 5.97 0.49 0.35
H 1.23 6.67 -1.95 0.35
H 2.86 6.22 -2.44 0.44
H 2.57 6.58 -0.78 0.27
H 1.33 4.40 -3.47 0.35
H 1.76 2.93 -2.58 0.12
H 3.02 4.08 -3.03 0.40
H 0.24 4.12 2.73 0.27
H 1.45 2.82 2.64 0.48
H -0.02 2.70 1.69 0.30
H 2.45 5.86 1.39 0.27
H 3.41 4.58 0.60 0.30
H 2.94 4.43 2.27 0.29
O 1.52 2.75 5.49 -0.82
P 1.56 1.43 6.26 0.78
N 0.42 1.94 7.45 0.19
C 0.40 1.63 8.86 -0.98
C -0.94 2.20 6.96 -0.96
N 3.22 1.59 6.79 0.13
C 3.55 2.02 8.15 -1.17
C 4.08 2.34 5.87 -1.06
N 1.52 -0.22 6.71 0.08
C 0.36 -0.96 6.20 -1.10
C 2.26 -0.93 7.73 -0.89
H -0.10 0.67 9.08 0.27
H -0.14 2.41 9.40 0.38
H 1.40 1.60 9.30 0.25
H -1.48 1.26 6.76 0.30
H -0.91 2.78 6.04 0.18
H -1.51 2.78 7.68 0.36
H 2.96 2.89 8.46 0.34
H 4.60 2.30 8.21 0.44
H 3.44 1.21 8.88 0.27
H 3.96 3.42 5.98 0.33
H 3.86 2.08 4.83 0.33
H 5.12 2.09 6.05 0.38
H -0.46 -0.98 6.94 0.31
H 0.63 -1.98 5.94 0.40
H -0.02 -0.49 5.29 0.32
H 2.05 -0.58 8.74 0.28
H 3.34 -0.89 7.54 0.29
H 2.00 -1.99 7.71 0.38
O -2.10 -3.67 -4.02 -0.62
P -2.11 -5.03 -4.68 0.42
N -2.95 -5.90 -3.46 0.23
C -2.78 -7.28 -3.07 -0.92
C -4.32 -5.45 -3.21 -0.97
N -0.36 -5.28 -4.63 0.19
C 0.25 -6.21 -3.69 -1.21
C 0.41 -4.04 -4.61 -1.17
N -2.25 -6.19 -5.92 0.11
C -3.57 -6.20 -6.57 -1.08
C -1.42 -7.32 -6.25 -0.85
H -3.35 -7.98 -3.69 0.27
H -3.10 -7.41 -2.04 0.37
H -1.73 -7.59 -3.09 0.24
H -5.01 -5.77 -4.00 0.30
H -4.37 -4.36 -3.14 0.17
H -4.69 -5.84 -2.25 0.38
H -0.15 -6.10 -2.67 0.36
H 1.33 -6.04 -3.64 0.43
H 0.16 -7.25 -4.01 0.27
H 0.46 -3.60 -3.60 0.37
H -0.02 -3.30 -5.28 0.30
H 1.43 -4.24 -4.95 0.46
H -4.23 -6.95 -6.13 0.31
H -3.48 -6.41 -7.64 0.40
H -4.06 -5.23 -6.48 0.33
H -1.40 -8.08 -5.46 0.27
H -0.40 -7.02 -6.50 0.28
H -1.81 -7.82 -7.14 0.39
```

Output
HOMO level	-0.3456	hartree
lowest unoccupied orbital energy	-4.43	eV
net charge	+1

***

So what do the calculations give for F_max? Going down the list: 4.514, 7.462 eV/A.